ORCA calculation (the ωB97M-V functional and the def2-TZVPD basis) on C3HIrO2 as an isolated structure in a non-equilibrium geometry.

Properties
E_LUMO (alpha / beta), Eh: -0.444 / -0.501
<S²>: 6.050
Total charge: +2
Energy relative to the best compared isomer or geometry (same formula, charge and spin), kcal per mole: 0.00
2S+1: 5
HOMO energy (alpha / beta), eV: -21.226 / -20.990
Gap between HOMO and LUMO (alpha / beta), Eh: 0.33567 / 0.27066
DFT total energy, hartree: -368.61285

Last column: Löwdin charge in e.
Cartesian coordinates (Å):
C (-0.03153, 0.11909, -1.50898)  0.3998
C (0.82828, -0.57524, -0.89295)  0.0344
O (0.94789, -0.67562, 0.41913)  -0.2464
C (-0.59667, 0.57673, 1.47600)  -0.0011
O (-1.28470, 1.01771, 0.63661)  0.1856
H (-0.30997, 0.67673, -2.38768)  0.1361
Ir (0.44669, -1.13940, 2.25788)  1.4916